[1]
{
  "formula": "C3H6NO3",
  "method": "ωB97M-V/def2-TZVPD",
  "gap_ev": 7.7,
  "e_tot_ha": -398.2856,
  "multiplicity": 1,
  "charge": -1,
  "elements": ["C", "C", "O", "N", "C", "O", "O", "H", "H", "H", "H", "H", "H"],
  "xyz": [[1.01510, -0.13568, 0.47831], [0.49079, -1.35952, -0.28045], [-0.83886, -1.57402, -0.22667], [0.65337, 1.03085, -0.26408], [-0.73867, 1.35086, -0.27489], [-1.32009, 1.93155, -1.20440], [-1.40250, 1.30076, 0.95638], [0.74723, -0.07039, 1.56614], [2.12325, -0.28287, 0.54675], [1.07640, -2.26485, 0.02453], [0.80298, -1.07679, -1.28907], [-2.22722, 0.87186, 0.69237], [-0.38179, 0.27823, -0.72491]]
}

=====

[2]
{
  "formula": "C3H6NO3",
  "method": "ωB97M-V/def2-TZVPD",
  "gap_ev": 10.1,
  "e_tot_ha": -398.0129,
  "multiplicity": 1,
  "charge": 1,
  "elements": ["C", "C", "C", "N", "O", "O", "O", "H", "H", "H", "H", "H", "H"],
  "xyz": [[0.31659, 1.40274, -0.30700], [-0.51157, 0.87452, -1.35126], [0.59141, -3.44949, 2.41066], [0.08863, -2.57197, 1.83928], [0.95065, 2.49479, -0.51761], [-0.37070, -1.65119, 1.26124], [0.44284, 0.85421, 0.83919], [-0.07990, 1.10395, -2.39176], [-0.48044, -0.29383, -1.20894], [-1.40976, 1.48384, -1.34061], [1.09332, -4.11412, 3.12205], [-0.23024, 0.06685, 0.86900], [1.57537, 2.61993, 0.31263]]
}

=====

[3]
{
  "formula": "C3H6NO3P",
  "method": "ωB97M-V/def2-TZVPD",
  "gap_ev": 6.3,
  "e_tot_ha": -739.7443,
  "smiles": "[H]/N=C(/CC)P(=O)([O-])[O-]",
  "multiplicity": 1,
  "charge": -2,
  "elements": ["C", "C", "C", "N", "O", "O", "O", "P", "H", "H", "H", "H", "H", "H"],
  "xyz": [[0.21297, -0.95365, 0.07177], [-0.45122, 1.24252, -1.23279], [0.75883, 0.37348, -0.98385], [-0.37750, -1.90344, -0.53878], [1.20768, 0.48885, 2.04078], [-1.26610, 0.03745, 1.91233], [0.24713, -1.91915, 2.68062], [0.18474, -0.55870, 1.90941], [-0.03190, 2.24584, -1.26812], [-1.08124, 1.16605, -0.38498], [-1.10580, 1.15709, -2.16444], [1.34148, 1.07724, -0.30855], [1.13990, 0.11151, -1.92249], [-0.77899, -2.56510, 0.18908]]
}

=====

[4]
{
  "formula": "C3H6NO4",
  "method": "ωB97M-V/def2-TZVPD",
  "gap_ev": 8.4,
  "e_tot_ha": -473.7011,
  "multiplicity": 1,
  "charge": -1,
  "elements": ["O", "C", "C", "N", "C", "O", "O", "H", "H", "H", "H", "H", "H", "O"],
  "xyz": [[-0.92946, 2.16524, 1.58719], [-0.82718, 1.01993, 1.21422], [0.56041, 0.51968, 0.68056], [0.79631, 0.99615, -0.64343], [0.39424, 0.25890, -1.82858], [0.25036, 0.99165, -2.82277], [0.10336, -0.95637, -1.65522], [-1.67721, 0.34863, 1.01127], [1.25457, 1.00140, 1.38606], [0.60411, -0.53513, 0.96466], [0.62389, 1.98619, -0.73758], [-0.58055, -2.63760, 1.07448], [-0.15157, -2.21582, -0.41456], [-0.42128, -2.94285, 0.18370]]
}

=====

[5]
{
  "formula": "C3H6NO5S",
  "method": "ωB97M-V/def2-TZVPD",
  "gap_ev": 9.3,
  "e_tot_ha": -947.0037,
  "smiles": "CC[C@@H]([N+](=O)[O-])S(=O)(=O)[O-]",
  "multiplicity": 1,
  "charge": -1,
  "elements": ["C", "C", "C", "N", "O", "O", "O", "O", "O", "S", "H", "H", "H", "H", "H", "H"],
  "xyz": [[1.77403, -0.54765, -1.06547], [0.27190, -0.57048, -0.72783], [0.01143, 0.07995, 0.55725], [0.15380, 1.44531, 0.70470], [0.20173, 1.90114, 1.89088], [-2.28815, 0.24076, 2.13398], [0.31729, 2.14566, -0.28774], [-2.49160, 0.59136, -0.34351], [-2.14625, -1.56597, 0.41132], [-2.01319, -0.19528, 0.75593], [2.15732, -1.19295, -0.32687], [2.05036, -0.88875, -1.98807], [2.16069, 0.40466, -0.82043], [-0.17657, 0.17624, -1.57012], [-0.25952, -1.44279, -0.71840], [0.27673, -0.58120, 1.39439]]
}

=====

[6]
{
  "formula": "C3H6NOP",
  "method": "ωB97M-V/def2-TZVPD",
  "gap_ev": 9.4,
  "e_tot_ha": -589.1366,
  "smiles": "P/N=C/[C@H]1CO1",
  "multiplicity": 1,
  "elements": ["C", "C", "C", "N", "O", "P", "H", "H", "H", "H", "H", "H"],
  "xyz": [[-0.66164, 0.10037, -0.06006], [1.18776, -0.67983, -1.72471], [0.41335, 0.30073, -1.08748], [-0.16955, 0.41834, 1.20136], [0.13936, 0.00353, -2.46249], [-0.81476, -0.09993, 2.69810], [-1.64759, -0.41703, -0.30750], [2.25563, -0.36337, -1.86873], [1.08491, -1.69951, -1.54314], [0.96334, 1.14533, -0.88957], [-2.16656, 0.18405, 2.65193], [-0.58426, 1.10730, 3.39230]]
}

=====

[7]
{
  "formula": "C3H6NOS",
  "method": "ωB97M-V/def2-TZVPD",
  "gap_ev": 7.0,
  "e_tot_ha": -646.0900,
  "smiles": "N[C@@H](C=O)C[S-]",
  "multiplicity": 1,
  "charge": -1,
  "elements": ["O", "C", "C", "C", "S", "N", "H", "H", "H", "H", "H", "H"],
  "xyz": [[0.57265, 2.25742, -0.81800], [0.67715, 1.06189, -0.56082], [-0.41438, 0.32601, 0.15091], [-0.55695, -1.05364, -0.65183], [0.64516, -2.31695, 0.08826], [-0.01905, 0.23324, 1.60224], [1.53150, 0.59915, -1.08431], [-1.32233, 0.92022, 0.05837], [-1.61275, -1.22194, -0.46134], [-0.30944, -0.89091, -1.71143], [0.03786, -0.77306, 1.79215], [0.77058, 0.85857, 1.59579]]
}

=====

[8]
{
  "formula": "C3H6NOS",
  "method": "ωB97M-V/def2-TZVPD",
  "gap_ev": [7.8, 7.8],
  "e_tot_ha": -645.7092,
  "multiplicity": 1,
  "charge": 1,
  "elements": ["C", "C", "C", "N", "O", "S", "H", "H", "H", "H", "H", "H"],
  "xyz": [[1.48711, 0.16722, -0.97695], [0.39489, -2.05228, -0.69934], [0.75244, 0.14122, 0.28688], [-0.08426, 1.36128, 0.74038], [1.64186, 1.06116, -1.77579], [1.99081, -1.59553, -1.23296], [0.21081, -3.10065, -0.37887], [-0.42446, -1.58760, -1.12777], [1.22800, -0.07910, 1.25881], [0.54899, 2.15054, 0.87944], [-0.56098, 1.16833, 1.58098], [-0.66110, 1.67394, -0.00935]]
}

=====

Which value of multiplicity does entry 8 give?
1

=====

What did the fourth record say?
{
  "formula": "C3H6NO4",
  "method": "ωB97M-V/def2-TZVPD",
  "gap_ev": 8.4,
  "e_tot_ha": -473.7011,
  "multiplicity": 1,
  "charge": -1,
  "elements": ["O", "C", "C", "N", "C", "O", "O", "H", "H", "H", "H", "H", "H", "O"],
  "xyz": [[-0.92946, 2.16524, 1.58719], [-0.82718, 1.01993, 1.21422], [0.56041, 0.51968, 0.68056], [0.79631, 0.99615, -0.64343], [0.39424, 0.25890, -1.82858], [0.25036, 0.99165, -2.82277], [0.10336, -0.95637, -1.65522], [-1.67721, 0.34863, 1.01127], [1.25457, 1.00140, 1.38606], [0.60411, -0.53513, 0.96466], [0.62389, 1.98619, -0.73758], [-0.58055, -2.63760, 1.07448], [-0.15157, -2.21582, -0.41456], [-0.42128, -2.94285, 0.18370]]
}

=====

Which value of multiplicity does entry 1 give?
1